No. 1
DFT (ωB97M-V with the def2-TZVPD basis set) results for a cluster of 2 separate species, C5H15NO in total.

Structure (SMILES): CCCCCN.O
Energy above the lowest of the compared OMol25 structures with the same formula, charge and spin: 221.8 kJ/mol
HOMO energy: -9.397 eV
E: -8964.0593 eV

Atoms and positions in Å:
C1 2.66300 0.00222 -0.35005
C2 2.64989 -0.62645 1.08662
C3 0.95523 -0.91097 1.29153
C4 0.09725 0.29868 1.32489
C5 -1.24766 0.33423 0.52733
N1 -1.70665 1.72320 0.45848
H1 2.36344 -0.77271 -1.11269
H2 1.83776 0.70271 -0.52569
H3 3.53346 0.53669 -0.68308
H4 2.59658 0.19139 1.79271
H5 3.35014 -1.45441 1.31491
H6 0.62659 -1.47589 0.36227
H7 0.87512 -1.62125 2.13436
H8 -0.08522 0.41046 2.35640
H9 0.50003 1.30041 1.03808
H10 -1.12891 0.10568 -0.52749
H11 -1.96799 -0.29836 0.96369
H12 -1.38704 2.18328 1.28735
H13 -2.75963 1.68578 0.45741
O1 -4.00562 -0.39816 -4.56857
H14 -3.20145 -0.89319 -4.68252
H15 -4.55829 -1.02334 -3.94595

Partial atomic charges computed with the Mulliken method, in multiples of e: atom 1 (C): -1.004, atom 2 (C): -0.429, atom 3 (C): -0.822, atom 4 (C): -0.637, atom 5 (C): -0.418, atom 6 (N): -0.647, atom 7 (H): 0.251, atom 8 (H): 0.245, atom 9 (H): 0.363, atom 10 (H): 0.251, atom 11 (H): 0.342, atom 12 (H): 0.249, atom 13 (H): 0.404, atom 14 (H): 0.329, atom 15 (H): 0.459, atom 16 (H): 0.264, atom 17 (H): 0.339, atom 18 (H): 0.213, atom 19 (H): 0.249, atom 20 (O): -0.648, atom 21 (H): 0.317, atom 22 (H): 0.331

=====

No. 2
DFT (ωB97M-V with the def2-TZVPD basis set) results for a structure of composition C35H36N10O3OsS2.

Multiplicity: 5
Energy above the lowest of the compared OMol25 structures with the same formula, charge and spin: 55.5 kJ/mol
HOMO energy (alpha / beta): -12.511 / -12.441 eV
E: -82043.8232 eV
Total charge: +2

Atoms and positions in Å:
Os1 -1.14714 0.13225 -0.40184
O1 -0.55959 4.04816 -2.50229
C1 -1.54249 4.74620 -1.85245
C2 -1.95643 5.95611 -2.37645
C3 -2.87046 6.66148 -1.61997
C4 -3.50271 6.22655 -0.51663
C5 -3.20056 4.92810 -0.07309
C6 -2.28949 4.19721 -0.72283
C7 -1.98869 2.85288 -0.33314
O2 -1.31160 2.07896 -1.15501
N1 -2.66125 2.37789 0.75734
N2 -2.61937 1.00646 0.89214
C8 -3.27879 0.48873 1.91965
S1 -3.81144 1.57211 3.12058
C9 -4.89568 0.34767 3.92002
C10 -4.41832 -1.06880 3.68699
S2 -3.86293 -1.19075 1.97977
H1 -0.20115 4.60499 -3.17244
H2 -1.39056 6.42206 -3.15363
H3 -3.16087 7.64137 -2.05654
H4 -4.09926 6.89323 0.08366
H5 -3.78859 4.52798 0.78546
H6 -5.94364 0.45731 3.52935
H7 -4.84845 0.51103 4.96917
H8 -5.23962 -1.75400 3.76455
H9 -3.58207 -1.39091 4.29422
C11 0.37949 -2.14326 -2.70946
C12 0.21691 -2.52407 -1.26401
N3 -0.57922 -1.91704 -0.37450
C13 -0.41367 -2.62143 0.85184
C14 0.40670 -3.65492 0.61816
N4 0.76580 -3.66208 -0.69514
C15 1.86204 -4.56991 -1.20516
N5 3.11166 -3.98560 -0.90148
N6 3.64224 -2.95866 -1.69351
N7 4.46368 -2.25365 -1.00249
C16 4.71410 -2.87446 0.22605
C17 5.59214 -2.54063 1.32197
C18 5.51754 -3.31936 2.39661
C19 4.57864 -4.40629 2.51480
C20 3.66903 -4.72454 1.48939
C21 3.79083 -3.91664 0.35078
H10 -0.12109 -1.21567 -2.97225
H11 -0.06449 -2.96644 -3.29206
H12 1.42698 -2.03047 -2.94526
H13 -0.89186 -2.28717 1.73298
H14 0.66221 -4.49564 1.20691
H15 1.78514 -4.74540 -2.28187
H16 1.70917 -5.46984 -0.65689
H17 6.26641 -1.71711 1.17239
H18 6.10136 -3.03043 3.26069
H19 4.60550 -4.91720 3.49834
H20 3.00518 -5.55191 1.66909
C22 -2.67432 1.14678 -3.97503
N8 -3.10949 -0.23485 -3.97877
C23 -2.94463 -0.95531 -2.83237
N9 -3.12050 -2.28351 -2.87143
O3 -2.73335 -0.33096 -1.76870
H21 -1.59971 1.19879 -3.99825
H22 -3.12292 1.67524 -3.14769
H23 -3.05627 1.60593 -4.90051
H24 -3.09234 -0.67616 -4.91386
H25 -3.62809 -2.68519 -3.65028
H26 -3.24703 -2.62609 -1.96996
C24 1.53497 -0.88925 4.18239
C25 2.41593 -0.97228 3.09733
C26 2.11583 -0.43693 1.88100
C27 0.88737 0.29099 1.73919
C28 0.07878 0.53996 2.85457
C29 0.36444 -0.10929 4.04272
N10 0.51983 0.65172 0.42315
C30 1.56896 1.36171 -0.30605
C31 1.94465 2.59888 0.20193
C32 2.86033 3.38515 -0.40804
C33 3.47181 2.84843 -1.57723
C34 3.09821 1.65193 -2.09497
C35 2.20378 0.83304 -1.38609
H27 1.76641 -1.47420 5.11049
H28 3.24396 -1.60196 3.17621
H29 2.78310 -0.59251 1.05773
H30 -0.76028 1.22942 2.81261
H31 -0.22105 0.09408 4.90417
H32 1.39080 2.99122 1.07978
H33 3.21632 4.33979 -0.01398
H34 4.25239 3.44705 -2.05983
H35 3.58588 1.35067 -3.01494
H36 1.97490 -0.14666 -1.77788

Partial atomic charges computed with the Mulliken method, in multiples of e: atom 1 (Os): 1.749, atom 2 (O): -0.330, atom 3 (C): 0.492, atom 4 (C): -0.931, atom 5 (C): -0.296, atom 6 (C): -0.929, atom 7 (C): -0.033, atom 8 (C): 0.012, atom 9 (C): 0.590, atom 10 (O): -0.875, atom 11 (N): -0.496, atom 12 (N): 0.308, atom 13 (C): -0.081, atom 14 (S): 0.061, atom 15 (C): -0.620, atom 16 (C): -0.644, atom 17 (S): -0.075, atom 18 (H): 0.317, atom 19 (H): 0.383, atom 20 (H): 0.337, atom 21 (H): 0.418, atom 22 (H): 0.405, atom 23 (H): 0.332, atom 24 (H): 0.436, atom 25 (H): 0.450, atom 26 (H): 0.283, atom 27 (C): -1.751, atom 28 (C): 0.896, atom 29 (N): 0.251, atom 30 (C): -0.840, atom 31 (C): -0.427, atom 32 (N): 0.380, atom 33 (C): -1.173, atom 34 (N): 0.572, atom 35 (N): -0.551, atom 36 (N): -0.338, atom 37 (C): 0.236, atom 38 (C): -0.633, atom 39 (C): -0.611, atom 40 (C): -0.608, atom 41 (C): -0.815, atom 42 (C): 1.292, atom 43 (H): 0.151, atom 44 (H): 0.450, atom 45 (H): 0.511, atom 46 (H): 0.550, atom 47 (H): 0.502, atom 48 (H): 0.293, atom 49 (H): 0.377, atom 50 (H): 0.475, atom 51 (H): 0.437, atom 52 (H): 0.358, atom 53 (H): 0.495, atom 54 (C): -0.801, atom 55 (N): -0.236, atom 56 (C): 0.321, atom 57 (N): -0.309, atom 58 (O): -0.529, atom 59 (H): 0.338, atom 60 (H): 0.218, atom 61 (H): 0.360, atom 62 (H): 0.262, atom 63 (H): 0.241, atom 64 (H): 0.270, atom 65 (C): -0.801, atom 66 (C): -0.358, atom 67 (C): -0.163, atom 68 (C): -0.160, atom 69 (C): -0.307, atom 70 (C): -0.932, atom 71 (N): 0.679, atom 72 (C): -0.233, atom 73 (C): -0.096, atom 74 (C): -0.924, atom 75 (C): -0.550, atom 76 (C): -1.109, atom 77 (C): 0.293, atom 78 (H): 0.394, atom 79 (H): 0.414, atom 80 (H): 0.633, atom 81 (H): 0.604, atom 82 (H): 0.597, atom 83 (H): 0.355, atom 84 (H): 0.483, atom 85 (H): 0.416, atom 86 (H): 0.498, atom 87 (H): 0.393

=====

No. 3
DFT (ωB97M-V with the def2-TZVPD basis set) results for an isolated molecule of C4H4ClN.

Structure (SMILES): C/C(C#N)=C/Cl
Energy above the lowest of the compared OMol25 structures with the same formula, charge and spin: 224.8 kJ/mol
HOMO energy: -9.995 eV
E: -18222.8089 eV

Atoms and positions in Å:
C1 -0.98635 -0.89059 0.14512
C2 0.11021 0.32259 -0.07580
C3 -0.39480 1.65709 -0.07974
N1 -1.00614 2.70397 0.01686
C4 1.36713 -0.05699 -0.27726
Cl1 2.86993 0.91380 0.10095
H1 -1.62505 -0.70855 1.10095
H2 -1.62180 -0.98745 -0.74919
H3 -0.18998 -1.75595 0.45223
H4 1.47685 -1.19793 -0.63411

Partial atomic charges computed with the Mulliken method, in multiples of e: atom 1 (C): -0.914, atom 2 (C): 0.600, atom 3 (C): 0.067, atom 4 (N): -0.429, atom 5 (C): -0.341, atom 6 (Cl): -0.157, atom 7 (H): 0.291, atom 8 (H): 0.274, atom 9 (H): 0.301, atom 10 (H): 0.308

=====

No. 4
DFT (ωB97M-V with the def2-TZVPD basis set) results for the ion C2H6IN2O2 with charge +1.

Structure (SMILES): [NH3+]CN(O)C(=O)I
Energy above the lowest of the compared OMol25 structures with the same formula, charge and spin: 275.4 kJ/mol
HOMO energy: -13.613 eV
E: -17337.4256 eV
Total charge: +1

Atoms and positions in Å:
N1 0.70156 1.06804 -0.80929
C1 -0.48198 0.85762 0.04245
N2 -0.73698 -0.47821 0.38263
O1 -1.05065 -0.90050 -0.90753
C2 0.45111 -1.24153 1.17484
O2 1.56274 -0.89487 1.00107
I1 -0.25491 -2.65807 2.45693
H1 0.82141 2.06018 -1.09949
H2 0.66217 0.38428 -1.58738
H3 1.52641 0.87684 -0.17455
H4 -1.38849 1.24259 -0.32371
H5 -0.39498 1.47724 0.85621
H6 -1.41742 -1.79360 -1.01218

Partial atomic charges computed with the Mulliken method, in multiples of e: atom 1 (N): -0.267, atom 2 (C): -0.702, atom 3 (N): 0.002, atom 4 (O): -0.488, atom 5 (C): 0.291, atom 6 (O): -0.434, atom 7 (I): 0.293, atom 8 (H): 0.357, atom 9 (H): 0.351, atom 10 (H): 0.372, atom 11 (H): 0.391, atom 12 (H): 0.490, atom 13 (H): 0.343